[1]
{
  "formula": "C5H14NO",
  "method": "ωB97M-V with the def2-TZVPD basis set",
  "species": ["C", "C", "C", "N", "H", "H", "H", "H", "H", "H", "H", "H", "C", "O", "C", "H", "H", "H", "H", "H", "H"],
  "xyz": [[1.62293, -3.22027, 0.04284], [1.06475, -1.90283, 0.34891], [-0.29998, -1.72539, 0.57140], [-0.82694, -0.41735, 0.90997], [0.89964, -3.99734, 0.30023], [1.81165, -3.29281, -1.04748], [2.57589, -3.38035, 0.55863], [1.72431, -1.03861, 0.41059], [-1.05717, -2.48470, 0.39152], [-0.12155, 0.42326, 0.63014], [-1.74897, -0.25942, 0.47740], [-0.97277, -0.35228, 1.93368], [-0.43661, 2.66491, 0.01193], [0.61118, 1.65673, 0.31390], [-1.07445, 2.42941, -1.34735], [-1.18847, 2.50291, 0.78736], [-0.00345, 3.64573, 0.17332], [1.22414, 1.67395, -0.43115], [-1.37458, 1.37932, -1.43769], [-1.99070, 3.01678, -1.40391], [-0.43885, 2.67837, -2.19425]],
  "forces_ev_per_angstrom": [[-1.03, 0.38, 0.84], [1.13, -0.91, -0.22], [-1.14, 0.87, -0.20], [0.23, -0.58, 0.21], [0.14, -0.14, -0.19], [0.23, 0.10, -0.10], [0.21, 0.13, -0.26], [-0.01, 0.03, 0.02], [0.22, -0.21, 0.07], [0.26, 0.69, -0.27], [0.08, -0.09, 0.08], [0.01, 0.06, -0.04], [-0.34, -0.40, 0.09], [-0.63, -0.32, -0.16], [0.06, -0.02, 0.37], [0.12, 0.13, 0.11], [0.07, 0.07, -0.17], [0.26, 0.02, 0.00], [-0.01, 0.01, -0.09], [0.07, 0.10, -0.12], [0.08, 0.07, 0.03]],
  "s_squared": 0.75,
  "relative_energy_ev": 1.817,
  "multiplicity": 2,
  "orbital_gap_ev": [9.35, 5.43],
  "total_charge": 2
}

=====

[2]
{
  "formula": "C2H5NO5S",
  "method": "ωB97M-V with the def2-TZVPD basis set",
  "species": ["C", "C", "N", "O", "O", "O", "O", "O", "S", "H", "H", "H", "H", "H"],
  "xyz": [[1.68457, -3.15000, 0.50075], [-1.22451, -1.12434, 0.20950], [-1.08223, -0.03191, -0.57310], [1.77377, -0.05726, 1.30746], [2.09564, -2.85564, -0.51013], [1.46535, 1.16429, -0.80661], [3.70944, 1.47959, 0.13521], [-0.30037, -1.52483, 0.93874], [2.42321, 0.29830, -0.14194], [-2.23832, -1.61657, 0.30477], [-0.24620, 0.51319, -0.47169], [1.04379, -0.70155, 1.18857], [-1.91563, 0.38471, -0.95482], [4.31113, 1.12416, 0.85387]],
  "forces_ev_per_angstrom": [[0.47, -0.27, -0.39], [0.43, 0.59, 1.13], [-1.52, -1.37, 0.53], [2.18, 1.69, -0.29], [-0.24, -0.14, 0.34], [0.08, -0.16, -0.01], [-1.06, -2.20, 1.65], [-1.09, -0.11, -0.72], [0.90, 1.15, 0.10], [0.93, 0.50, -0.59], [0.48, 0.43, -0.28], [-0.90, -0.61, -0.26], [0.17, 0.02, -0.15], [-0.84, 0.48, -1.08]],
  "relative_energy_ev": 0.000,
  "orbital_gap_ev": 10.92
}

=====

[3]
{
  "formula": "C46H39BF3FeI2N3O4S2",
  "method": "ωB97M-V with the def2-TZVPD basis set",
  "species": ["Fe", "F", "C", "F", "F", "C", "C", "C", "C", "N", "C", "S", "H", "H", "H", "I", "C", "C", "C", "I", "C", "C", "C", "C", "N", "C", "C", "O", "H", "H", "H", "H", "O", "S", "C", "C", "C", "C", "C", "C", "C", "C", "C", "C", "C", "C", "H", "H", "H", "H", "H", "H", "H", "H", "H", "H", "N", "C", "C", "C", "C", "C", "C", "C", "C", "C", "C", "C", "C", "C", "H", "H", "H", "H", "H", "H", "H", "H", "H", "H", "C", "C", "C", "O", "B", "O", "C", "C", "C", "H", "H", "H", "H", "H", "H", "H", "H", "H", "H", "H", "H"],
  "xyz": [[-0.21275, -0.02081, 0.36327], [-5.28748, -3.98667, -0.69103], [-4.04395, -3.48503, -0.90761], [-3.19616, -4.50777, -0.71226], [-3.99494, -3.16760, -2.20966], [-3.76755, -2.31401, -0.00738], [-4.72259, -1.91763, 0.90522], [-4.47562, -0.85064, 1.76118], [-3.25784, -0.21218, 1.64018], [-2.34184, -0.56048, 0.74633], [-2.53305, -1.62549, -0.07424], [-1.20468, -2.00046, -1.08863], [-5.66100, -2.45332, 0.95947], [-5.19756, -0.53386, 2.49928], [-2.99603, 0.62524, 2.27806], [3.50949, 0.65363, 4.12820], [2.00606, 1.94808, 3.52633], [1.94617, 3.23357, 4.10152], [1.00197, 4.14661, 3.72742], [1.01909, 6.03356, 4.61264], [0.03498, 3.80030, 2.74260], [-0.98695, 4.64778, 2.25211], [-1.86876, 4.19081, 1.31719], [-1.74711, 2.86232, 0.85995], [-0.79936, 2.06716, 1.28144], [0.09220, 2.50758, 2.19651], [1.11458, 1.53313, 2.54364], [1.14611, 0.40838, 1.92978], [2.67773, 3.49501, 4.85444], [-1.05196, 5.66394, 2.61968], [-2.64351, 4.82607, 0.91059], [-2.43599, 2.46165, 0.12570], [-1.01052, -2.02002, 3.09185], [0.07924, -2.33291, 2.12051], [-0.23596, -4.00827, 1.56119], [0.48763, -4.54034, 0.50532], [0.21206, -5.82948, 0.08570], [-0.78937, -6.56608, 0.71055], [-1.51602, -6.01210, 1.75198], [-1.24228, -4.71943, 2.18474], [1.53206, -2.71431, 3.09730], [2.76139, -2.85317, 2.47977], [3.86426, -3.20061, 3.24411], [3.72837, -3.37934, 4.61487], [2.49087, -3.21220, 5.22261], [1.37815, -2.88067, 4.46219], [1.23567, -3.94194, -0.00137], [0.75924, -6.25387, -0.74631], [-1.01313, -7.56865, 0.36829], [-2.30871, -6.57996, 2.22285], [-1.80610, -4.24691, 2.97882], [2.85343, -2.68057, 1.41522], [4.83384, -3.30846, 2.77401], [4.59290, -3.63750, 5.21377], [2.39216, -3.33731, 6.29358], [0.40136, -2.73000, 4.90358], [-0.24161, 1.16365, -1.50498], [-1.03120, 2.06445, -2.16640], [-2.21004, 1.52501, -2.89746], [-3.24959, 0.88815, -2.22561], [-4.32054, 0.34406, -2.91887], [-4.36856, 0.42540, -4.30317], [-3.33942, 1.06011, -4.98616], [-2.27208, 1.60628, -4.28804], [-0.77170, 3.46187, -2.14815], [-1.66148, 4.40789, -2.72393], [-1.41642, 5.76342, -2.64763], [-0.28716, 6.25517, -1.99258], [0.59084, 5.34545, -1.40312], [0.36138, 3.98790, -1.47215], [-3.21363, 0.80490, -1.14825], [-5.11018, -0.15993, -2.37444], [-5.19747, -0.01115, -4.84676], [-3.36276, 1.12113, -6.06778], [-1.46321, 2.09505, -4.81905], [-2.55724, 4.05858, -3.22149], [-2.12104, 6.45328, -3.09874], [-0.09968, 7.31987, -1.93713], [1.46499, 5.70664, -0.87288], [1.04493, 3.30392, -0.98645], [3.72696, 1.06461, -0.35817], [3.12195, -0.01538, -1.24957], [3.79363, -1.35237, -0.99456], [1.72460, -0.09555, -0.94203], [1.05628, 0.84070, -1.79304], [1.92812, 1.24347, -2.81423], [3.07428, 0.38897, -2.75276], [4.29588, 1.15443, -3.22425], [2.80414, -0.80916, -3.65806], [3.44878, 0.84976, 0.67514], [3.33835, 2.05090, -0.62001], [4.81643, 1.08572, -0.43585], [4.03134, -1.46187, 0.06399], [4.73334, -1.41962, -1.54841], [3.14983, -2.17536, -1.30545], [4.37330, 2.11354, -2.71497], [4.22105, 1.34247, -4.29635], [5.21061, 0.58455, -3.04220], [1.94492, -1.38000, -3.30090], [3.66618, -1.47576, -3.72676], [2.57067, -0.43990, -4.65739]],
  "forces_ev_per_angstrom": [[-0.31, 0.43, -0.25], [-0.04, -0.01, 0.00], [0.04, 0.06, 0.08], [0.02, -0.02, -0.01], [0.00, 0.01, -0.05], [-0.05, -0.06, -0.07], [-0.04, 0.01, 0.06], [0.02, -0.01, -0.05], [-0.02, 0.12, 0.00], [0.23, -0.21, 0.12], [0.14, 0.04, -0.04], [-0.01, 0.03, 0.17], [0.01, 0.01, -0.01], [0.00, 0.00, 0.00], [0.02, -0.02, 0.00], [0.09, -0.18, 0.01], [-0.03, 0.26, 0.04], [0.04, -0.13, 0.00], [-0.08, -0.15, -0.16], [0.00, 0.11, 0.05], [-0.02, 0.19, 0.10], [0.09, 0.04, 0.07], [-0.01, -0.22, -0.09], [-0.04, 0.23, 0.08], [0.01, -0.24, -0.01], [0.03, -0.21, -0.11], [-0.09, 0.10, -0.13], [-0.20, -0.17, -0.05], [0.01, 0.00, -0.01], [-0.01, -0.01, 0.00], [0.01, 0.01, 0.01], [0.01, 0.00, -0.01], [0.25, -0.09, -0.08], [-0.43, 0.21, 0.24], [0.03, -0.04, 0.07], [0.01, -0.01, 0.00], [-0.02, -0.03, 0.00], [0.03, 0.01, -0.02], [-0.01, 0.02, 0.02], [-0.01, -0.09, -0.07], [-0.07, -0.10, 0.09], [0.05, -0.01, -0.01], [0.01, 0.06, -0.01], [-0.01, 0.00, 0.02], [0.00, 0.00, -0.01], [0.11, 0.05, -0.01], [-0.02, 0.00, 0.00], [0.00, 0.00, 0.00], [0.00, 0.00, 0.00], [0.00, 0.00, 0.00], [0.01, 0.01, 0.01], [0.01, -0.01, 0.00], [0.00, -0.01, 0.00], [0.00, 0.00, 0.00], [0.01, 0.00, 0.00], [-0.01, -0.01, -0.01], [0.03, 0.05, 0.23], [0.08, -0.12, 0.00], [0.02, 0.05, 0.05], [-0.04, -0.06, -0.01], [0.03, -0.01, 0.00], [0.00, 0.00, -0.01], [-0.01, -0.01, 0.02], [0.00, 0.03, -0.02], [0.01, 0.13, 0.06], [0.00, -0.02, -0.02], [-0.01, 0.02, 0.02], [0.00, -0.03, -0.01], [0.00, 0.00, 0.01], [-0.01, 0.01, -0.02], [0.03, -0.02, 0.03], [0.00, 0.00, 0.00], [0.00, 0.00, 0.00], [0.00, 0.00, 0.00], [0.00, -0.01, 0.00], [0.01, -0.01, -0.01], [0.01, 0.00, 0.00], [-0.01, 0.00, 0.01], [0.00, 0.00, 0.00], [-0.01, -0.01, -0.01], [0.03, 0.01, 0.00], [0.00, 0.06, 0.04], [0.06, -0.05, 0.01], [-0.19, 0.02, -0.15], [0.36, -0.08, -0.23], [-0.09, 0.04, 0.03], [0.05, -0.03, 0.06], [0.02, 0.04, -0.03], [-0.01, -0.04, -0.05], [0.02, -0.02, -0.01], [-0.02, -0.01, 0.00], [-0.01, 0.01, -0.01], [-0.06, 0.01, 0.03], [0.00, 0.02, 0.02], [0.00, 0.01, -0.02], [0.00, -0.01, 0.01], [-0.01, 0.01, 0.01], [-0.02, -0.02, 0.00], [0.01, 0.02, 0.02], [0.00, 0.02, 0.01], [0.01, 0.00, 0.00]],
  "s_squared": 8.79,
  "relative_energy_ev": 0.337,
  "multiplicity": 6,
  "orbital_gap_ev": [5.26, 7.02],
  "total_charge": -1
}

=====

[4]
{
  "formula": "C24H45AuCl3N3O4Si",
  "method": "ωB97M-V with the def2-TZVPD basis set",
  "species": ["C", "C", "H", "H", "H", "C", "C", "H", "H", "H", "H", "Au", "Cl", "Cl", "H", "H", "C", "C", "N", "H", "C", "O", "H", "H", "H", "H", "H", "H", "C", "C", "N", "H", "C", "O", "H", "H", "H", "H", "O", "C", "C", "C", "H", "C", "H", "C", "H", "C", "C", "H", "H", "H", "Si", "Cl", "C", "C", "C", "H", "H", "H", "H", "H", "H", "H", "H", "H", "C", "N", "C", "C", "C", "O", "H", "H", "H", "H", "H", "H", "H", "H", "H"],
  "xyz": [[-3.63554, -0.52709, -2.65919], [-3.07667, 0.68748, -1.99093], [-4.61783, -0.29506, -3.08155], [-3.70676, -1.38384, -1.97354], [-2.99779, -0.83754, -3.49861], [-3.71775, 1.86202, -1.96104], [-5.03243, 2.10275, -2.61560], [-3.28741, 2.71768, -1.43898], [-5.82996, 1.46895, -2.21435], [-4.99032, 1.93168, -3.69898], [-5.32851, 3.14513, -2.47811], [1.60593, -2.75298, -3.43377], [1.99703, -3.83831, -5.38482], [1.61831, -1.69591, -1.37667], [5.34280, -2.20234, 2.80937], [5.93632, -4.05267, 0.17829], [4.48877, -2.83322, 2.54142], [4.87312, -4.17779, 0.44897], [4.34350, -2.99386, 1.10795], [3.58904, -2.35096, 2.93372], [4.13720, -1.87293, 0.38215], [4.19004, -0.72883, 0.85327], [4.30647, -4.32728, -0.48245], [3.90141, -2.10688, -0.67364], [4.61516, -3.82096, 2.97817], [4.77467, -5.03121, 1.11428], [-3.78785, -0.89871, 2.07424], [-3.43775, 1.43955, 0.91164], [-2.88011, -0.78320, 2.66291], [-3.45344, 1.54916, 2.01010], [-2.50566, 0.60882, 2.59707], [-2.08351, -1.40830, 2.24591], [-1.43048, 0.99070, 3.35204], [-0.82089, 0.21171, 4.08546], [-3.17470, 2.58101, 2.28249], [-1.15009, 2.05837, 3.25565], [-3.05240, -1.06602, 3.71022], [-4.46881, 1.32797, 2.37008], [-1.76065, -0.33043, -0.25942], [-1.67493, 0.49158, -1.31558], [-1.00829, 2.45917, 0.23302], [-1.01664, 1.86119, -1.03143], [-1.19728, 1.83384, 1.10740], [-0.78177, 3.83479, 0.34895], [-1.08746, 0.00579, -2.12752], [-0.47113, 2.56560, -2.11548], [-0.92968, 4.32821, 1.31552], [-0.38527, 4.57669, -0.76663], [-0.17818, 3.92267, -1.98792], [-0.35206, 2.04553, -3.07188], [-0.22158, 5.65265, -0.70185], [0.20167, 4.46347, -2.85883], [-1.17675, -3.89446, -1.04722], [-1.08106, -2.83888, -3.02462], [-1.37450, -2.81101, 0.43003], [0.23915, -5.12107, -1.24205], [-2.67138, -4.98984, -1.25022], [-1.35282, -1.74230, 0.02012], [-0.59913, -2.89753, 1.19995], [-2.36914, -3.00496, 0.88291], [-3.50950, -4.63398, -0.63153], [-2.37449, -5.99559, -0.89804], [-2.93750, -5.04626, -2.32554], [0.92862, -5.16508, -0.38880], [0.81073, -4.83413, -2.12821], [-0.14439, -6.12325, -1.46963], [4.38022, 3.82020, 0.74396], [3.22468, 2.94348, 0.77953], [3.16863, 1.84862, -0.14563], [2.26992, 3.02505, 1.75489], [2.30453, 4.27437, 2.60767], [1.40487, 2.15098, 1.87176], [5.01378, 3.52994, -0.10391], [4.98118, 3.74259, 1.67207], [4.09042, 4.87743, 0.63131], [3.65613, 0.95539, 0.28236], [2.13938, 1.57749, -0.35295], [3.68197, 2.14879, -1.06067], [2.18172, 5.18897, 1.99540], [1.47327, 4.26263, 3.32037], [3.25159, 4.34457, 3.16514]],
  "forces_ev_per_angstrom": [[-0.06, -0.03, -0.35], [0.21, 0.33, 0.51], [0.10, -0.29, 0.19], [-0.04, 0.23, -0.12], [-0.07, 0.04, 0.19], [0.60, -0.48, 0.29], [-0.53, 0.34, -0.36], [0.12, -0.28, -0.14], [0.07, 0.07, -0.02], [0.00, -0.03, 0.18], [-0.07, -0.13, 0.00], [-0.59, 0.12, 0.34], [-0.04, 0.08, 0.06], [-0.36, -0.01, -0.42], [-0.02, -0.09, -0.07], [-0.27, -0.12, 0.17], [0.08, 0.10, 0.10], [-0.05, 0.45, -0.41], [0.06, 0.11, 0.18], [0.16, -0.10, 0.03], [0.46, 1.01, 0.34], [-0.18, -2.07, -0.48], [0.18, -0.21, 0.29], [0.41, 0.36, 0.30], [-0.06, 0.03, 0.14], [-0.11, -0.10, -0.15], [-0.02, -0.22, 0.01], [-0.17, 0.21, 0.36], [0.07, -0.09, 0.16], [0.32, -0.12, -0.13], [0.32, 0.60, 0.49], [-0.27, 0.21, 0.28], [0.09, -0.79, 0.75], [-0.58, 0.85, -0.95], [-0.16, -0.43, -0.16], [-0.12, -0.23, 0.03], [-0.04, -0.12, -0.25], [0.25, 0.18, 0.01], [-0.71, 1.15, 0.07], [0.07, 1.71, -0.80], [-0.38, -0.16, -0.36], [0.65, -0.19, -0.13], [-0.05, 0.41, -0.50], [0.17, -0.03, -0.13], [0.12, -0.21, 0.34], [-0.52, 0.12, 0.22], [0.25, -0.22, -0.31], [-0.10, -0.27, -0.10], [0.17, -0.19, -0.09], [-0.08, 0.31, 0.23], [-0.03, -0.28, 0.07], [-0.11, -0.09, 0.35], [0.18, -1.23, -0.15], [0.43, -0.18, 0.52], [0.22, 0.37, -0.49], [0.40, 0.31, -0.12], [-0.32, 0.08, -0.29], [0.07, -1.77, 0.90], [-0.03, -0.06, -0.30], [0.56, 0.18, -0.38], [0.08, -0.18, -0.46], [-0.25, 0.44, -0.18], [-0.14, -0.14, 0.68], [-0.19, 0.03, -0.19], [0.21, -0.09, 0.14], [-0.03, 0.23, 0.24], [0.16, 0.21, 0.33], [-0.44, 0.81, 0.73], [0.48, -0.92, -0.03], [-0.29, -0.60, -0.62], [-0.14, 0.36, 0.29], [0.57, 0.85, 0.18], [-0.20, 0.15, 0.30], [-0.16, -0.01, -0.45], [0.11, -0.29, -0.07], [-0.28, 0.57, -0.50], [-0.17, 0.12, -0.09], [-0.13, -0.07, -0.07], [0.24, -0.47, 0.16], [0.24, -0.22, -0.14], [-0.30, 0.07, -0.18]],
  "s_squared": 2.01,
  "relative_energy_ev": 2.051,
  "multiplicity": 3,
  "orbital_gap_ev": [8.46, 4.17]
}